ORCA calculation (wB97M-V/def2-TZVPD) on C35H43BCaF4N5OSSb as an isolated structure in a non-equilibrium geometry.

Output
HOMO-LUMO gap: 6.945 eV
E: -93857.014 eV
E_LUMO: 0.007 hartree
ΔE to the lowest compared entry with this formula, charge and spin: 57.1 kcal per mole

```
92
Properties=species:S:1:pos:R:3:forces:R:3
Ca -1.03905 -1.15153 -3.06241 0.3382 0.9485 0.7271
N -1.72903 0.23962 -5.04899 0.1409 1.4022 -0.7180
C -1.10303 0.42013 -6.41759 -1.1675 -1.3066 0.8509
C -0.90442 -1.03317 -6.97384 0.2854 1.0565 0.0243
C 0.32923 -1.81610 -6.41606 -1.8671 -0.4882 0.1604
C 0.02000 -3.21585 -5.80858 -0.8994 1.1092 -0.4377
N -0.77460 -3.11624 -4.54481 -0.1045 -0.6855 -0.6923
H -2.62636 -0.17353 -5.24890 -0.5028 -0.3340 0.1470
H -1.99409 1.18209 -4.70467 0.4178 -0.6714 0.0995
H -0.15568 0.92081 -6.26762 0.1711 0.2277 -0.2381
H -1.81365 1.02683 -7.04743 0.9768 -0.5955 0.3101
H -0.82809 -0.90013 -8.05437 0.1029 -0.3801 -0.0682
H -1.83094 -1.58435 -6.78643 -0.0032 -0.0024 -0.0340
H 0.84712 -1.23054 -5.68323 0.4580 0.4287 0.4542
H 0.97495 -2.03815 -7.22868 0.8805 0.1093 -0.7479
H 1.00596 -3.60580 -5.56250 -0.2240 -0.7246 -0.3334
H -0.60606 -3.76648 -6.59341 1.3598 0.1836 1.0828
H -0.42605 -3.73462 -3.80167 -0.0184 0.1934 -0.5376
H -1.70171 -3.46525 -4.78640 0.0308 0.2134 0.4920
S 0.17671 3.33364 -2.54714 -0.6796 -0.3446 0.1179
C -1.44761 3.20309 -1.94052 0.9579 1.0483 -0.0388
C -1.74959 1.97594 -1.48745 -1.1749 -0.3187 0.4508
C -0.80727 0.99827 -1.83765 1.4248 -1.4092 0.1638
C 0.34155 1.57056 -2.31370 -1.0218 0.9543 -0.3279
C 1.60418 0.94478 -2.54123 2.3066 -0.5145 -0.2795
C 2.83053 1.70791 -2.45211 0.0335 -0.8624 0.2224
C 4.07605 1.07828 -2.48394 -0.9934 -1.0325 0.0665
C 4.09884 -0.34648 -2.50359 -0.8658 -0.7065 -0.2664
C 2.85052 -1.04227 -2.57226 0.1424 1.6474 -0.5421
N 1.64916 -0.41067 -2.74003 0.8149 0.4040 0.9342
H -2.05460 4.07489 -1.90679 -0.3119 0.6503 0.1679
H -2.63890 1.74894 -0.86762 0.3428 0.2198 -0.8553
H 2.82282 2.77689 -2.23628 -0.3188 -0.2668 -0.2508
H 4.98194 1.68413 -2.40939 -0.2143 -0.3486 -0.0843
H 5.02426 -0.96572 -2.53987 -0.7431 0.7983 0.2874
H 2.77600 -2.13685 -2.50068 0.2472 0.4861 -0.3088
F -4.09173 0.14978 -2.44909 -0.4394 -0.0496 -0.0982
B -3.84616 -1.10928 -1.99385 1.8360 -0.5296 0.1250
F -4.87192 -1.82408 -1.45853 0.1133 0.2086 -0.0901
F -3.25206 -1.89943 -3.17504 -0.4535 0.3446 0.6252
F -2.66525 -1.05327 -1.10028 -1.3566 -0.5156 -0.6937
N -1.64477 -3.98561 -0.58896 -1.2455 -0.2986 -0.5701
C -0.57764 -3.13607 -0.59377 -0.3819 0.2069 -0.6068
N -0.02969 -2.87227 0.58426 0.7844 -0.4836 1.4109
O -0.12938 -2.64467 -1.63681 -0.0621 -0.6552 -0.0388
H -2.21772 -4.13670 0.23161 0.6154 0.2415 0.3293
H -2.29966 -3.85948 -1.35692 0.5298 0.0688 -0.1437
H -0.26934 -3.52525 1.32221 0.2537 0.4701 0.1193
H 0.91928 -2.50464 0.59844 -0.4937 0.0089 -0.0202
C -0.18077 4.05262 2.00425 -0.9317 0.4192 0.1259
C 0.92998 3.71355 2.95691 -0.1995 1.0799 0.0635
C 1.74012 4.75510 3.42079 0.0395 -0.1384 0.3944
C 2.76083 4.48629 4.30941 -0.0040 0.2635 0.1651
C 3.04631 3.19762 4.73153 0.9148 -0.2431 0.5686
C 2.21091 2.16538 4.34218 -0.7955 0.6922 -0.3947
C 1.14183 2.44798 3.45209 0.7647 -1.4713 0.0010
Sb 0.21829 0.82623 2.34770 -0.4749 0.5067 0.3774
C 1.25121 -0.83785 3.31095 -0.6444 -0.0823 0.2703
C 0.49975 -1.71784 4.07524 -0.8488 -0.3344 0.4618
C 0.97386 -2.98599 4.41848 -0.1449 -0.2075 0.9476
C 2.27604 -3.34767 4.09602 0.4206 -0.3515 -0.6272
C 3.05655 -2.48687 3.32303 -1.1486 -0.1844 0.0536
C 2.52835 -1.25172 2.95381 0.9554 0.7328 -0.0002
C 3.48403 -0.33654 2.24334 0.6493 0.1753 0.2574
C -1.79712 0.89345 3.30040 0.4618 -0.5383 -0.1393
C -2.86867 0.56232 2.45638 -0.6097 -0.5997 0.4544
C -4.17511 0.26069 2.97169 1.6539 0.9443 -1.7027
C -4.42947 0.49480 4.30616 0.2251 -0.3453 -0.2764
C -3.39801 0.93123 5.11343 0.7420 -0.5097 1.1421
C -2.05554 1.05507 4.65586 -1.4066 0.0569 0.5974
C -1.07418 1.30921 5.74954 1.7611 0.1754 0.1023
H -0.18357 5.13362 1.82567 -0.2308 -0.0717 0.3133
H -1.22040 3.73510 2.33043 1.2853 0.2467 -0.2625
H 0.00777 3.67305 1.01538 -0.0199 -0.6679 -0.5174
H 1.57531 5.78471 3.12424 -0.1823 -0.0795 -0.0736
H 3.28492 5.29609 4.78955 0.3816 0.2466 -0.3065
H 3.97750 3.06321 5.33945 -1.2203 -0.1663 -0.2960
H 2.26006 1.18265 4.78698 0.4310 -0.2355 -0.2013
H -0.47967 -1.37635 4.44633 0.3110 -0.4360 -0.3226
H 0.36597 -3.69034 5.02172 0.3403 0.6719 -0.4135
H 2.69392 -4.31072 4.40129 -0.2925 0.2309 -0.1005
H 4.00182 -2.77453 2.87604 0.1827 -0.0460 0.5149
H 3.14719 0.70128 2.17076 -0.1040 -0.2485 -0.2730
H 3.68733 -0.78236 1.27917 0.1591 0.3365 -0.5884
H 4.45996 -0.28912 2.77750 -0.6296 -0.1145 -0.2341
H -2.59765 0.46531 1.40464 -0.5919 -0.2261 0.0224
H -4.94732 -0.06988 2.27466 0.2013 0.0475 0.2727
H -5.40055 0.22167 4.68628 -0.1311 0.2407 0.3170
H -3.56311 0.97150 6.22148 0.1007 0.2449 -1.1154
H -1.18535 0.55838 6.52358 -0.1609 -0.1390 0.2527
H -1.24460 2.28278 6.21363 -0.0412 0.0061 -0.0138
H 0.01823 1.28476 5.48663 -1.1897 0.0128 -0.1627
```
Forces are in eV/Å.